No. 1
The following is a quantum chemistry calculation of a 2-piece molecular cluster, C9H18N3O4S overall in a non-equilibrium geometry, from the OMol25 dataset.

Cartesian coordinates (Å):
C  -0.56332  2.14978  2.18491
N  -2.07122  2.25568  2.11575
C  -2.70558  1.04656  1.43725
N  -1.99437  0.67786  0.11275
C  -1.16016  -0.51305  0.15705
C  -0.37445  -1.09908  -1.11933
C  0.56140  -2.43693  -1.15205
C  2.15078  -2.17906  -1.46133
C  2.82075  -0.91940  -0.65313
S  3.79079  0.27840  -1.74530
O  5.23289  0.36801  -1.11024
O  3.18321  1.70185  -1.75693
O  3.93923  -0.22804  -3.36931
C  -0.62973  -0.12169  -2.39305
C  -1.56807  1.13199  -2.08079
N  -2.27730  1.54573  -0.86963
H  -0.19911  1.05797  2.42145
H  -0.06446  2.84555  3.00559
H  -0.04183  2.46157  1.15960
H  -2.38509  2.22422  3.12661
H  -2.67364  0.12614  2.19601
H  -3.83549  1.25462  1.13286
H  -1.03837  -1.10210  1.17798
H  0.12166  -3.21797  -1.93725
H  0.47694  -2.98293  -0.09576
H  2.30499  -2.13764  -2.63638
H  2.72346  -3.15653  -1.08587
H  3.57790  -1.36123  0.15616
H  2.05878  -0.26011  -0.04506
H  2.99082  -0.20510  -3.74361
H  -0.17978  -0.29088  -3.45819
H  -1.73154  1.87905  -3.00081
O  -3.19503  -0.00382  4.34775
H  -4.15246  0.14278  4.37651
H  -3.09259  -0.93221  4.60580

molar mass	264.33	g/mol
charge	+1
Kohn-Sham gap	7.30	eV

Atom charges from the natural (NBO) analysis, given in e for atoms 1 to 8: atom 1 (C): -0.4583, atom 2 (N): -0.6255, atom 3 (C): -0.0766, atom 4 (N): -0.1204, atom 5 (C): 0.0288, atom 6 (C): 0.0573, atom 7 (C): -0.4720, atom 8 (C): -0.4306

***

No. 2
The following is a quantum chemistry calculation of a 2-piece molecular cluster, C9H18NO6S overall in a non-equilibrium geometry, from the OMol25 dataset.

Cartesian coordinates (Å):
C  -0.53053  -4.14630  0.29625
C  -1.82392  -3.87791  -0.66491
O  -1.69346  -2.61082  -1.38408
C  -2.26907  -1.56180  -0.52832
C  -1.98262  -0.08637  -1.07926
N  -1.17799  0.79195  -0.16042
C  -1.75576  0.94784  1.21832
S  -1.23706  2.45726  -0.90392
C  0.30182  0.44206  -0.14936
O  0.97514  1.58483  0.39949
C  2.30500  1.28473  0.82552
C  3.48587  0.75154  -0.11066
O  2.60762  1.49350  2.02856
H  0.25985  -3.37089  -0.02597
H  -0.14690  -5.21645  0.23461
H  -0.86906  -3.86766  1.36508
H  -1.91722  -4.77313  -1.37157
H  -2.75063  -3.87649  0.02214
H  -3.41461  -1.72746  -0.58463
H  -1.89327  -1.76836  0.52790
H  -1.48056  -0.06505  -2.11866
H  -3.01013  0.43383  -1.19151
H  -2.77010  1.49202  1.10310
H  -1.87872  -0.02592  1.79663
H  -1.11353  1.63821  1.88503
H  -2.58588  2.79478  -0.68657
H  0.63549  0.33567  -1.25330
H  0.51902  -0.54685  0.37660
H  3.84095  1.58742  -0.82926
H  4.41895  0.47851  0.50744
H  3.09406  -0.11312  -0.74470
C  3.42036  4.80520  0.31076
O  2.31518  5.33526  0.55788
O  4.39946  4.75403  1.12079
O  3.72224  4.22597  -0.78898

molar mass	268.31	g/mol
charge	-1
Kohn-Sham gap	2.33	eV

Atom charges from the natural (NBO) analysis, given in e for atoms 1 to 8: atom 1 (C): -0.6622, atom 2 (C): -0.0795, atom 3 (O): -0.5531, atom 4 (C): -0.1037, atom 5 (C): -0.2750, atom 6 (N): -0.4208, atom 7 (C): -0.4620, atom 8 (S): 0.0181

***

No. 3
The following is a quantum chemistry calculation of C9H18NiOP as an isolated structure in a non-equilibrium geometry, from the OMol25 dataset.

Cartesian coordinates (Å):
C  0.41849  1.05786  -2.23031
C  0.11966  0.13056  -3.21510
C  -0.21570  -1.24709  -3.12899
C  -0.38082  -2.05227  -1.98055
C  -0.38690  -1.68601  -0.66241
Ni  -0.08544  0.06778  -0.85176
P  0.16458  1.94944  0.09519
H  0.79757  2.05020  -2.50648
H  0.18290  0.51216  -4.23895
H  -0.33963  -1.75540  -4.08565
H  -0.58538  -2.39589  0.13167
H  -0.53155  -3.10812  -2.24529
H  -0.97555  2.37560  0.85488
H  0.38051  3.14983  -0.63511
H  1.24670  2.06930  1.01266
C  1.13383  -2.15286  3.80727
C  0.36720  -1.85476  2.53041
O  -0.01455  -0.50301  2.29720
C  -0.48186  0.25262  3.41951
C  -1.87639  -0.12910  3.88129
H  1.99790  -1.49463  3.93064
H  1.48245  -3.19222  3.76502
H  0.52128  -2.05139  4.70852
H  0.95994  -2.11058  1.65222
H  -0.54887  -2.45678  2.47548
H  0.21658  0.15514  4.27236
H  -0.45568  1.28352  3.04650
H  -1.92797  -1.16767  4.22899
H  -2.16286  0.49957  4.73053
H  -2.61633  0.03700  3.09065

molar mass	231.91	g/mol
2S+1	3
charge	-1
expectation value of S²	2.06
Kohn-Sham gap (alpha / beta)	4.59 / 5.80	eV

Atom charges from the natural (NBO) analysis, given in e for atoms 1 to 8: atom 1 (C): -0.5749, atom 2 (C): -0.3816, atom 3 (C): -0.2231, atom 4 (C): -0.3816, atom 5 (C): -0.6371, atom 6 (Ni): 0.4369, atom 7 (P): 0.1732, atom 8 (H): 0.1450

***

No. 4
The following is a quantum chemistry calculation of an isolated molecule of C9H18O3S in a non-equilibrium geometry, from the OMol25 dataset.

Cartesian coordinates (Å):
C  2.52900  1.33715  0.32062
C  3.05914  -0.17585  -0.02830
C  1.93008  -1.30181  0.37251
C  1.05684  -1.87602  -0.89042
C  0.06475  -0.79316  -1.60793
C  -1.24957  -0.34504  -0.75168
C  -1.21649  1.31210  -0.66966
C  -2.47717  1.96726  0.14757
O  -2.28417  1.64568  1.57132
S  -3.35380  0.33274  1.87121
O  -3.16493  0.05004  3.41350
O  -2.93923  -1.04457  0.95763
C  -1.46329  -1.08868  0.68676
H  3.41993  1.99392  0.76751
H  2.02886  1.82514  -0.62299
H  1.69584  1.27371  1.17208
H  4.00353  -0.37718  0.66513
H  3.44367  -0.31870  -1.13508
H  1.30138  -0.86716  1.25863
H  2.53477  -2.23490  0.80556
H  1.84917  -2.22811  -1.71073
H  0.47683  -2.86563  -0.56503
H  0.67714  0.17507  -1.94330
H  -0.30242  -1.28245  -2.63181
H  -2.20130  -0.60735  -1.42265
H  -1.27817  1.74013  -1.78013
H  -0.19602  1.72991  -0.23762
H  -2.39950  3.14377  0.05251
H  -3.51424  1.65504  -0.29698
H  -1.18839  -2.23008  0.71290
H  -0.84225  -0.54497  1.51891

molar mass	206.31	g/mol
Kohn-Sham gap	10.65	eV

Atom charges from the natural (NBO) analysis, given in e for atoms 1 to 8: atom 1 (C): -0.6392, atom 2 (C): -0.4235, atom 3 (C): -0.4190, atom 4 (C): -0.4197, atom 5 (C): -0.4195, atom 6 (C): -0.2562, atom 7 (C): -0.4362, atom 8 (C): -0.1313

***

No. 5
The following is a quantum chemistry calculation of C9H19AlIO4 as an isolated structure in a non-equilibrium geometry, from the OMol25 dataset.

Cartesian coordinates (Å):
C  3.72048  -1.94609  -0.60617
C  4.14561  -0.36559  -0.73424
C  4.17110  0.43547  0.71123
C  2.90505  1.48205  0.90607
O  1.84995  0.74154  1.61815
Al  0.35726  0.39233  0.52561
O  0.13911  1.30014  -1.10999
C  -1.30295  1.68964  -1.18891
O  -1.32384  3.17206  -1.34050
C  -2.20366  1.11564  0.09767
C  -2.49902  -0.48664  -0.10967
C  -4.08897  -0.86422  -0.33351
C  -4.72065  -1.84101  0.83051
I  -5.63763  -0.73504  2.51595
O  -1.25776  1.10788  1.23442
H  4.17076  -2.58751  -1.50027
H  4.17938  -2.42143  0.38329
H  2.55498  -2.12396  -0.53174
H  5.25686  -0.34984  -1.15415
H  3.46447  0.21886  -1.48824
H  4.20620  -0.36701  1.58432
H  5.15528  1.09952  0.70604
H  3.31155  2.34247  1.61950
H  2.55886  1.99643  -0.08832
H  0.22068  -1.17506  0.34989
H  -1.93885  1.29726  -2.09065
H  -1.79185  3.51982  -0.52378
H  -3.19384  1.73610  0.16799
H  -1.87699  -0.81194  -1.07514
H  -2.13484  -1.12239  0.81127
H  -4.73607  0.09495  -0.51230
H  -4.12823  -1.49833  -1.34409
H  -3.93369  -2.56209  1.31781
H  -5.59876  -2.48403  0.35195

molar mass	345.13	g/mol
charge	-1
Kohn-Sham gap	7.82	eV

Atom charges from the natural (NBO) analysis, given in e for atoms 1 to 8: atom 1 (C): -0.6366, atom 2 (C): -0.4193, atom 3 (C): -0.4248, atom 4 (C): -0.0763, atom 5 (O): -0.9697, atom 6 (Al): 1.8416, atom 7 (O): -0.9624, atom 8 (C): 0.3605

***

No. 6
The following is a quantum chemistry calculation of C9H19AlO11P as an isolated structure in a non-equilibrium geometry, from the OMol25 dataset.

Cartesian coordinates (Å):
Al  -21.01197  10.29306  11.26066
P  -20.66394  11.15081  8.91135
O  -19.28888  10.68719  9.49271
O  -21.02783  12.18563  10.03061
O  -21.74026  10.03735  9.12178
O  -20.58788  11.78011  7.45937
C  -21.88242  9.00925  14.02982
O  -21.05447  9.07436  12.95571
H  -22.56234  8.16779  14.16307
H  -21.31506  9.12430  14.95339
H  -22.57036  9.83825  14.19595
C  -24.40424  11.42793  15.14801
C  -23.67559  11.33876  13.78374
O  -23.98564  12.39962  12.91186
C  -23.41414  12.34269  11.67831
O  -22.63804  11.44793  11.28246
O  -23.97771  13.34407  10.94691
C  -23.58848  13.55067  9.59204
H  -24.48271  10.43658  15.59426
H  -25.45650  11.67160  15.00138
H  -23.98155  12.12976  15.86694
H  -23.71390  10.36421  13.29703
H  -22.61501  11.39347  14.02927
H  -24.41013  13.25939  8.93773
H  -22.68547  13.02193  9.28692
H  -23.32804  14.60102  9.46141
C  -17.50520  10.35764  14.64903
C  -16.92682  10.54698  13.24311
O  -17.44904  11.65059  12.48593
C  -18.79858  11.68520  12.10605
O  -19.58229  10.72322  12.18617
O  -19.13814  12.91167  11.56104
C  -18.38470  14.05057  11.73370
H  -18.58833  10.23797  14.67381
H  -17.22987  11.29916  15.12425
H  -16.89793  9.68626  15.25613
H  -16.97175  9.59600  12.71232
H  -15.92052  10.95784  13.32472
H  -18.52764  14.50825  12.71257
H  -18.52590  14.69732  10.86775
H  -17.34202  13.75091  11.62832

molar mass	361.20	g/mol
charge	-1
Kohn-Sham gap	5.97	eV

Atom charges from the natural (NBO) analysis, given in e for atoms 1 to 8: atom 1 (Al): 2.0516, atom 2 (P): 2.4381, atom 3 (O): -1.2353, atom 4 (O): -1.2714, atom 5 (O): -1.1854, atom 6 (O): -1.1970, atom 7 (C): -0.2104, atom 8 (O): -0.9355

***

No. 7
The following is a quantum chemistry calculation of a 2-piece molecular cluster, C9H19ClOSi overall in a non-equilibrium geometry, from the OMol25 dataset.

Cartesian coordinates (Å):
C  0.29700  -0.50798  -2.20910
Si  0.81538  0.45676  -0.87382
C  1.07460  2.31241  -1.13630
C  1.60146  -0.11803  0.82433
C  3.01650  -0.61731  0.71515
C  1.38521  1.08516  1.77654
C  0.72199  -1.23833  1.36998
H  -0.24314  -0.06609  -2.93241
H  0.72450  -1.38439  -2.47741
H  0.33816  2.99707  -0.94013
H  1.88001  2.76004  -0.64259
H  1.21911  2.61413  -2.14547
H  3.13724  -1.22195  1.51442
H  3.22326  -1.15737  -0.10928
H  3.74837  0.10035  0.66144
H  1.44358  0.86746  2.91005
H  0.44724  1.50799  1.72521
H  2.18343  1.88401  1.81773
H  -0.31664  -1.09539  1.70511
H  0.80905  -1.97514  0.57240
H  1.19128  -1.57974  2.20054
C  -2.45535  -2.19705  -0.24464
O  -2.54584  -0.80711  0.20310
C  -3.31715  -0.04974  -0.59842
C  -3.22722  1.26613  -0.64526
Cl  -2.22265  2.04443  0.57254
H  -3.46275  -2.62452  -0.62740
H  -2.31011  -2.69596  0.59779
H  -1.52406  -2.11700  -0.93674
H  -3.99794  -0.46461  -1.31846
H  -3.63449  2.02179  -1.32893

molar mass	206.79	g/mol
Kohn-Sham gap	8.51	eV

Atom charges from the natural (NBO) analysis, given in e for atoms 1 to 8: atom 1 (C): -1.2321, atom 2 (Si): 1.5894, atom 3 (C): -1.1507, atom 4 (C): -0.4468, atom 5 (C): -0.6025, atom 6 (C): -0.6256, atom 7 (C): -0.6100, atom 8 (H): 0.2164

***

Which value of molar mass does entry 3 give? 231.91 g/mol

***

Among the records above, which one has the lowest molar mass? C9H18O3S

***

Which formula does entry 5 have? C9H19AlIO4

***

What is the molar mass in the sixth record? 361.20 g/mol